44
Properties=species:S:1:pos:R:3:mulliken_spin:R:1 method="wB97M-V/def2-TZVPD" charge=+3 multiplicity=5 e_above_lowest_ev=0.765 lumo_ev="-9.41 / -9.49"
Cr -1.7150 -0.8118 1.2638 3.867
N -2.4680 -1.1042 -3.0163 0.007
C -2.6736 -0.9388 -1.7331 0.049
N -1.7341 -1.0423 -0.8089 -0.035
C -0.4307 -1.4095 -1.2158 0.016
N 0.5053 -1.6561 -0.3466 0.028
N 0.0455 -1.5297 0.9402 -0.010
C 0.7319 -1.9108 1.9498 0.070
C 0.0975 -1.6951 3.2595 0.018
C 0.6673 -2.0923 4.4450 0.008
C -0.0345 -1.8837 5.6334 0.011
C -1.2734 -1.2753 5.5849 0.007
C -1.7823 -0.8857 4.3541 0.027
N -1.1233 -1.0851 3.2093 -0.043
C -0.1447 -1.5290 -2.6328 -0.013
C 1.1363 -1.8175 -3.1205 -0.006
C 1.3384 -1.9445 -4.4769 0.001
C 0.2680 -1.8018 -5.3657 -0.002
C -1.0033 -1.5243 -4.9055 0.002
C -1.1972 -1.3862 -3.5394 -0.002
H -3.2561 -1.0450 -3.6501 -0.002
H -3.6885 -0.7138 -1.4277 -0.005
H 1.7042 -2.3795 1.8298 0.007
H 1.6392 -2.5686 4.4423 -0.001
H 0.3862 -2.2030 6.5777 0.001
H -1.8490 -1.1038 6.4834 0.000
H -2.7479 -0.3990 4.2898 -0.008
H 1.9442 -1.9538 -2.4153 -0.001
H 2.3250 -2.1674 -4.8585 0.000
H 0.4336 -1.9195 -6.4284 0.000
H -1.8322 -1.4292 -5.5966 0.000
N 1.5709 5.0276 -0.5568 0.000
C 1.8862 3.8910 0.3935 0.000
C 0.6506 3.0757 0.8096 0.005
N 0.3254 1.8692 0.0404 0.003
H 2.4316 5.4579 -0.9111 0.000
H 1.0417 5.7686 -0.0875 0.000
H 1.0263 4.7269 -1.3684 0.000
H 2.3514 4.3539 1.2613 0.000
H 2.6295 3.2646 -0.0961 0.000
H -0.2315 3.7212 0.8292 0.001
H 0.8227 2.7684 1.8398 0.000
H 1.0998 1.2126 0.0551 0.000
H 0.1268 2.0688 -0.9336 0.001